Entry 1:
Here is C29H28Br2LuN2O10P3S as an isolated structure from the OMol25 dataset. Energies are from ωB97M-V with the def2-TZVPD basis set.

Summary:
Orbital gap (eV): 7.32
Charge: 0
Highest occupied orbital energy (eV): -7.7
Lowest unoccupied orbital energy (eV): -0.409
ΔE to the lowest compared entry with this formula, charge and spin (kJ/mol): 20.0

Each line ends with the Mulliken charge.
Positions of all 76 atoms, in Å:
Lu 1.337 -0.046 0.125  2.68
O 0.056 0.000 3.968  -0.77
C -0.360 0.086 2.831  0.34
O 0.189 0.686 1.848  -0.59
C -1.667 -0.638 2.580  -0.95
P -2.189 -0.507 0.807  1.43
C -3.594 -1.844 0.794  0.16
C -4.740 -1.836 1.581  -0.02
C -5.857 -2.555 1.291  -0.65
C -5.804 -3.433 0.233  -0.33
C -4.657 -3.525 -0.546  -0.48
C -3.593 -2.727 -0.365  -0.78
C -3.129 1.002 0.764  0.05
C -4.138 1.212 -0.222  -0.76
C -4.625 2.436 -0.462  -0.97
C -4.308 3.482 0.355  -0.41
C -3.425 3.312 1.401  -0.69
C -2.823 2.102 1.569  -0.37
H -2.360 -0.226 3.344  0.57
H -1.507 -1.721 2.932  0.48
H -4.699 -1.058 2.393  0.18
H -6.764 -2.471 1.864  0.44
H -6.666 -4.104 0.034  0.31
H -4.659 -4.285 -1.342  0.34
H -2.698 -2.744 -0.859  0.66
H -4.344 0.373 -0.836  0.54
H -5.405 2.516 -1.159  0.51
H -4.743 4.450 0.344  0.45
H -3.279 4.110 2.157  0.36
H -2.133 1.998 2.349  0.38
C 2.311 1.468 -3.083  -1.03
C 1.937 0.038 -3.328  0.89
C 2.064 -0.540 -4.638  -1.12
C 1.793 -1.807 -4.892  -0.97
C 1.345 -2.589 -3.785  1.18
C 1.022 -3.985 -3.923  -0.30
Br 1.147 -4.988 -5.532  -0.23
C 0.616 -4.695 -2.805  -0.38
C 0.548 -4.115 -1.561  -0.50
Br -0.090 -5.219 -0.136  -0.18
C 0.809 -2.740 -1.376  0.56
O 0.675 -2.085 -0.299  -0.81
C 1.320 -2.037 -2.520  0.11
N 1.629 -0.752 -2.277  -0.11
H 2.849 1.701 -2.136  0.02
H 1.452 2.101 -2.862  0.16
H 2.877 1.934 -3.983  0.34
H 2.481 0.121 -5.393  0.43
H 1.933 -2.223 -5.887  0.37
H 0.339 -5.742 -2.894  0.40
C 5.416 1.788 3.300  -1.58
C 4.669 1.087 2.211  0.98
O 5.394 0.018 1.512  -0.63
P 3.304 0.073 2.889  0.58
O 2.421 0.907 3.826  -0.70
O 4.051 -0.963 3.734  -0.57
O 2.590 -0.702 1.822  -0.61
P 3.912 2.180 0.908  0.68
O 5.255 2.628 0.061  -0.59
O 3.230 3.457 1.256  -0.92
O 3.137 1.244 0.013  -0.58
H 5.605 1.245 4.269  0.34
H 4.875 2.678 3.624  0.35
H 6.388 2.047 2.807  0.38
H 4.749 -0.180 0.751  0.46
H 1.460 0.519 3.944  0.43
H 4.590 -1.628 3.264  0.35
H 5.836 1.877 -0.113  0.36
S -1.616 3.344 -1.771  -0.19
C -0.554 4.117 -0.687  -0.41
C 0.361 3.202 -0.222  -0.95
N 0.078 1.892 -0.661  1.51
C -0.892 1.817 -1.493  -0.67
H -0.642 5.151 -0.363  0.46
H 1.174 3.407 0.514  0.28
H -1.261 0.902 -1.859  0.34

=====

Entry 2:
Here is C29H28Cl5F5N3O3SSn as an isolated structure from the OMol25 dataset. Energies are from ωB97M-V with the def2-TZVPD basis set.

Summary:
Orbital gap (eV): 6.96
Charge: -1
Highest occupied orbital energy (eV): -4.6
Lowest unoccupied orbital energy (eV): 2.322
ΔE to the lowest compared entry with this formula, charge and spin (kJ/mol): 20.0

Each line ends with the Mulliken charge.
Positions of all 75 atoms, in Å:
Sn 2.037 -0.398 -0.807  0.03
C -1.866 -1.574 -0.946  0.19
N -2.886 -1.022 -0.050  0.22
C -4.179 -0.629 -0.607  -1.05
C -2.475 -0.499 1.180  0.77
O -1.334 -0.634 1.516  -0.42
C -3.539 0.181 2.062  -0.97
O -2.965 0.467 3.340  -0.28
C -2.802 -0.646 4.232  -0.36
C -1.942 -0.087 5.412  0.46
O -2.428 0.580 6.335  -0.69
N -0.636 -0.438 5.450  0.05
C 0.334 -0.780 4.369  -0.48
C -0.014 0.133 6.679  -1.09
H -2.223 -2.526 -1.438  0.21
H -0.981 -1.795 -0.355  -0.52
H -1.637 -0.833 -1.691  0.00
H -4.912 -0.513 0.123  0.41
H -4.561 -1.335 -1.350  0.30
H -4.008 0.405 -1.051  0.27
H -4.413 -0.441 2.138  0.38
H -3.764 1.203 1.549  0.29
H -2.286 -1.468 3.749  0.29
H -3.803 -0.892 4.591  0.36
H 0.837 0.118 4.004  0.38
H -0.056 -1.364 3.539  -0.07
H 1.180 -1.323 4.856  0.27
H -0.768 0.015 7.465  0.35
H 0.211 1.153 6.518  0.35
H 0.890 -0.461 6.841  0.32
F -1.200 -5.185 1.937  -0.35
C -0.295 -4.753 1.037  0.49
C 0.865 -4.165 1.524  0.41
F 1.195 -4.364 2.823  -0.41
C 1.694 -3.525 0.623  0.23
F 2.777 -2.963 1.099  -0.35
C 1.385 -3.477 -0.792  0.46
S 2.428 -2.583 -1.906  -0.46
C 0.247 -4.161 -1.218  -0.08
F -0.124 -4.114 -2.481  -0.38
C -0.613 -4.735 -0.286  0.45
F -1.796 -5.272 -0.729  -0.40
Cl 4.314 1.414 0.778  -0.13
C 4.603 1.529 -0.948  0.54
C 3.934 0.622 -1.818  -1.51
C 4.169 0.851 -3.159  1.46
Cl 3.403 -0.256 -4.284  -0.17
C 4.999 1.814 -3.637  -0.13
Cl 5.288 1.973 -5.316  -0.21
C 5.517 2.774 -2.770  0.57
Cl 6.358 4.170 -3.268  -0.21
C 5.300 2.651 -1.406  -0.48
Cl 5.671 3.913 -0.272  -0.18
C 1.735 3.235 -1.273  -0.64
N 0.284 3.432 -1.133  0.19
C -0.240 4.324 -2.148  -1.02
C -0.423 2.138 -0.963  -1.88
C -0.543 1.249 -2.191  1.35
C -1.704 1.437 -2.995  -0.25
C -1.853 0.657 -4.134  -0.69
C -0.939 -0.399 -4.339  -0.94
C 0.074 -0.670 -3.440  -0.29
C 0.370 0.197 -2.405  -0.14
H 2.334 4.142 -1.352  0.40
H 1.966 2.565 -2.157  0.22
H 2.043 2.763 -0.341  0.14
H 0.301 5.272 -2.083  0.36
H -1.249 4.631 -2.089  0.34
H -0.158 3.942 -3.178  0.33
H -1.479 2.378 -0.658  0.44
H 0.152 1.598 -0.188  0.27
H -2.436 2.223 -2.682  0.37
H -2.763 0.715 -4.690  0.39
H -1.222 -1.014 -5.191  0.31
H 0.623 -1.572 -3.554  0.59